# 1
This record from the OMol25 dataset describes C2H2O2P2 in the gas phase at a distorted geometry. The level of theory is the ωB97M-V functional and the def2-TZVPD basis.

Calculated values
gap between HOMO and LUMO (spin up / spin down)	6.597 / 6.930	eV
electronic energy	-910.44442	Ha
LUMO level (spin up / spin down)	-2.0 / -1.4	eV
maximum force	0.053	hartree/bohr

The geometry in XYZ format:
```
8
Properties=species:S:1:pos:R:3:lowdin_charge:R:1
C 3.067 0.414 -0.089 -0.176
C 2.227 -0.661 0.205 -0.595
O 3.505 1.442 0.151 0.201
O 2.458 -1.824 0.403 0.038
P 0.442 -0.035 -0.561 0.544
P -1.401 0.166 0.387 0.417
H 0.232 -1.254 -1.161 -0.128
H -1.086 1.422 0.635 -0.303
```



# 2
This record from the OMol25 dataset describes a molecular structure, C2H2O2PTb at a distorted geometry. The level of theory is the ωB97M-V functional and the def2-TZVPD basis.

Calculated values
gap between HOMO and LUMO (spin up / spin down)	7.479 / 3.271	eV
electronic energy	-1392.65913	Ha
charge	+2
LUMO level (spin up / spin down)	-10.3 / -13.2	eV
⟨S²⟩	12.640
spin multiplicity	7
maximum force	0.059	hartree/bohr

The geometry in XYZ format:
```
8
Properties=species:S:1:pos:R:3:lowdin_charge:R:1
H -3.055 0.907 -2.897 -0.080
P 0.445 -1.179 1.012 1.294
O 1.768 -0.770 2.043 -0.242
C 1.952 0.263 1.181 -0.146
H 2.959 0.500 0.829 0.177
C 0.708 0.755 0.735 -0.486
O 0.258 1.509 -0.120 -0.191
Tb -1.417 0.914 -1.962 1.675
```



# 3
This record from the OMol25 dataset describes 2 unconnected molecules or ions with the total composition C2H2O2S at a distorted geometry. The level of theory is the ωB97M-V functional and the def2-TZVPD basis.

Calculated values
gap between HOMO and LUMO (spin up / spin down)	7.150 / 8.592	eV
electronic energy	-625.91365	Ha
LUMO level (spin up / spin down)	-1.9 / -1.4	eV
maximum force	0.056	hartree/bohr

The geometry in XYZ format:
```
7
Properties=species:S:1:pos:R:3:lowdin_charge:R:1
C 0.264 0.051 0.500 -0.034
C 0.082 0.091 1.863 -0.304
O 0.379 -0.179 -0.637 -0.026
O 0.784 0.522 2.766 0.057
S -0.686 0.450 -2.712 0.396
H -0.774 -0.509 1.878 0.113
H -0.048 -0.426 -3.657 -0.201
```



# 4
This record from the OMol25 dataset describes C2H2O3 in the gas phase at a distorted geometry. The level of theory is the ωB97M-V functional and the def2-TZVPD basis.

Calculated values
gap between HOMO and LUMO	11.478	eV
electronic energy	-302.91861	Ha
LUMO level	0.9	eV
maximum force	0.142	hartree/bohr
SMILES	C1OC12OO2

The geometry in XYZ format:
```
7
Properties=species:S:1:pos:R:3:lowdin_charge:R:1
C 0.322 -0.595 -0.639 0.031
C -0.296 0.246 0.471 -0.618
O -1.094 -0.423 -0.347 0.088
O -0.264 1.621 0.778 0.102
O -0.109 0.581 1.675 0.135
H 0.633 0.136 -1.474 0.144
H 0.809 -1.566 -0.464 0.118
```



# 5
This record from the OMol25 dataset describes C2H2O3 in the gas phase at a distorted geometry. The level of theory is the ωB97M-V functional and the def2-TZVPD basis.

Calculated values
gap between HOMO and LUMO	9.888	eV
electronic energy	-302.90655	Ha
LUMO level	0.2	eV
maximum force	0.097	hartree/bohr
SMILES	O[C@]12O[C@@H]1O2

The geometry in XYZ format:
```
7
Properties=species:S:1:pos:R:3:lowdin_charge:R:1
C -0.800 0.761 -0.328 -0.110
C 0.342 0.008 -0.124 -0.326
O -0.230 -0.160 -1.391 0.084
O 0.411 1.438 -0.068 0.109
O 0.762 -0.995 1.123 -0.031
H -1.817 0.751 -0.053 0.153
H 1.332 -1.803 0.841 0.122
```



# 6
This record from the OMol25 dataset describes C2H2O3 in the gas phase at a distorted geometry. The level of theory is the ωB97M-V functional and the def2-TZVPD basis.

Calculated values
gap between HOMO and LUMO (spin up / spin down)	8.082 / 8.589	eV
electronic energy	-302.94765	Ha
LUMO level (spin up / spin down)	0.8 / -2.8	eV
⟨S²⟩	2.020
spin multiplicity	3
maximum force	0.134	hartree/bohr

The geometry in XYZ format:
```
7
Properties=species:S:1:pos:R:3:lowdin_charge:R:1
C 1.010 -0.018 0.477 -0.166
C -0.365 -0.174 0.085 -0.590
O 1.186 -0.293 -0.698 0.172
O -0.943 -1.233 0.181 0.176
O -0.912 0.947 -0.415 0.132
H 1.740 0.052 1.274 0.137
H -1.717 0.719 -0.905 0.139
```



# 7
This record from the OMol25 dataset describes 2 unconnected molecules or ions with the total composition C2H2O3S at a distorted geometry. The level of theory is the ωB97M-V functional and the def2-TZVPD basis.

Calculated values
gap between HOMO and LUMO	9.119	eV
electronic energy	-701.17423	Ha
LUMO level	-1.3	eV
maximum force	0.027	hartree/bohr

The geometry in XYZ format:
```
8
Properties=species:S:1:pos:R:3:lowdin_charge:R:1
C -0.240 0.726 0.918 -0.066
C -1.224 0.037 0.067 -0.145
O 1.770 -1.536 0.442 -0.415
O 1.642 0.211 -1.236 -0.425
O -0.894 1.431 0.089 0.025
S 2.035 -0.169 0.098 0.834
H -0.877 -0.494 -0.809 0.093
H -2.212 -0.207 0.432 0.100
```



# 8
This record from the OMol25 dataset describes 2 unconnected molecules or ions with the total composition C2H2O3S at a distorted geometry. The level of theory is the ωB97M-V functional and the def2-TZVPD basis.

Calculated values
gap between HOMO and LUMO	9.456	eV
electronic energy	-701.24923	Ha
LUMO level	-0.6	eV
maximum force	0.088	hartree/bohr

The geometry in XYZ format:
```
8
Properties=species:S:1:pos:R:3:lowdin_charge:R:1
C 1.085 0.510 0.678 -0.215
C 0.249 0.073 -0.187 0.067
O 0.295 1.448 3.709 -0.441
O 0.586 3.655 2.734 -0.411
O 1.794 1.201 1.331 0.026
S 1.213 2.530 3.323 0.883
H 0.494 0.418 -1.080 0.033
H -0.496 -0.594 0.070 0.059
```



# 9
This record from the OMol25 dataset describes 2 unconnected molecules or ions with the total composition C2H2O3S at a distorted geometry. The level of theory is the ωB97M-V functional and the def2-TZVPD basis.

Calculated values
gap between HOMO and LUMO	8.955	eV
electronic energy	-701.25279	Ha
LUMO level	-0.8	eV
maximum force	0.065	hartree/bohr

The geometry in XYZ format:
```
8
Properties=species:S:1:pos:R:3:lowdin_charge:R:1
C 1.068 0.351 -0.819 -0.236
C 0.140 0.091 0.029 0.029
O 4.224 0.169 1.358 -0.418
O 2.173 0.502 -1.205 0.040
O 4.165 -1.173 -0.631 -0.419
S 4.448 0.108 -0.047 0.875
H -0.900 -0.049 -0.110 0.053
H 0.558 -0.064 0.999 0.077
```



# 10
This record from the OMol25 dataset describes 2 unconnected molecules or ions with the total composition C2H2O4 at a distorted geometry. The level of theory is the ωB97M-V functional and the def2-TZVPD basis.

Calculated values
gap between HOMO and LUMO (spin up / spin down)	8.373 / 7.965	eV
electronic energy	-378.25798	Ha
LUMO level (spin up / spin down)	-0.4 / -0.5	eV
maximum force	0.074	hartree/bohr

The geometry in XYZ format:
```
8
Properties=species:S:1:pos:R:3:lowdin_charge:R:1
C 1.255 0.043 0.229 -0.344
C -1.359 0.061 0.323 -0.387
O 1.763 1.045 0.574 0.097
O -1.800 -0.936 0.728 0.141
O 1.784 -1.037 -0.302 0.098
O -1.767 1.037 -0.351 0.170
H 2.713 -1.162 -0.399 0.104
H -2.590 0.948 -0.802 0.123
```



# 11
This record from the OMol25 dataset describes C2H2O4S in the gas phase at a distorted geometry. The level of theory is the ωB97M-V functional and the def2-TZVPD basis.

Calculated values
gap between HOMO and LUMO	10.857	eV
electronic energy	-776.48175	Ha
LUMO level	0.5	eV
maximum force	0.055	hartree/bohr

The geometry in XYZ format:
```
9
Properties=species:S:1:pos:R:3:lowdin_charge:R:1
C 0.503 -0.084 -0.035 -0.413
C 1.834 -0.091 -0.018 0.117
O -2.284 -1.199 -0.054 -0.198
O -2.439 1.250 -0.029 -0.188
O -0.397 0.033 1.052 -0.083
O -0.416 0.033 -1.066 -0.073
S -1.657 0.067 0.043 0.702
H 2.485 -0.033 -0.818 0.050
H 2.371 0.024 0.926 0.087
```



# 12
This record from the OMol25 dataset describes a molecular structure, C2H2O6S2 at a distorted geometry. The level of theory is the ωB97M-V functional and the def2-TZVPD basis.

Calculated values
gap between HOMO and LUMO	9.090	eV
electronic energy	-1324.89021	Ha
LUMO level	-0.2	eV
maximum force	0.079	hartree/bohr

The geometry in XYZ format:
```
12
Properties=species:S:1:pos:R:3:lowdin_charge:R:1
C -0.379 -0.129 0.347 -0.341
C -3.249 -0.275 1.165 -0.325
O -3.267 -0.378 -1.838 -0.245
O -2.091 1.717 -1.173 -0.599
O -0.850 1.012 0.993 -0.488
O -1.118 -0.397 -0.783 -0.213
O -4.502 -0.697 1.038 0.028
O -3.359 -1.592 1.011 -0.001
S -1.065 2.309 0.022 1.010
S -2.629 0.191 -0.711 0.914
H 0.681 -0.105 0.183 0.145
H -0.642 -0.890 1.007 0.114
```



# 13
This record from the OMol25 dataset describes C2H2OS in the gas phase at a distorted geometry. The level of theory is the ωB97M-V functional and the def2-TZVPD basis.

Calculated values
gap between HOMO and LUMO	7.675	eV
electronic energy	-550.77626	Ha
LUMO level	-1.9	eV
maximum force	0.054	hartree/bohr
SMILES	O=CC=S

The geometry in XYZ format:
```
6
Properties=species:S:1:pos:R:3:lowdin_charge:R:1
C 0.695 -0.403 -0.138 -0.297
C -0.571 0.362 0.164 -0.592
O 1.811 0.089 0.081 0.028
S -2.170 -0.095 0.041 0.676
H 0.667 -1.399 -0.613 0.116
H -0.432 1.447 0.464 0.069
```



# 14
This record from the OMol25 dataset describes 2 unconnected molecules or ions with the total composition C2H2OS2 at a distorted geometry. The level of theory is the ωB97M-V functional and the def2-TZVPD basis.

Calculated values
gap between HOMO and LUMO (spin up / spin down)	6.220 / 6.208	eV
electronic energy	-948.79366	Ha
LUMO level (spin up / spin down)	-3.1 / -3.1	eV
maximum force	0.042	hartree/bohr

The geometry in XYZ format:
```
7
Properties=species:S:1:pos:R:3:lowdin_charge:R:1
C -1.594 0.993 0.754 -0.015
C -1.614 -0.180 1.013 -0.019
O 1.747 -0.710 -1.206 -1.233
S 2.098 0.138 -2.535 0.647
S 2.807 -1.064 0.071 0.570
H -1.618 2.043 0.597 0.012
H -1.827 -1.219 1.306 0.038
```



# 15
This record from the OMol25 dataset describes C2H2OS2 in the gas phase at a distorted geometry. The level of theory is the ωB97M-V functional and the def2-TZVPD basis.

Calculated values
gap between HOMO and LUMO	7.521	eV
electronic energy	-948.93342	Ha
LUMO level	-1.7	eV
maximum force	0.088	hartree/bohr
SMILES	OC(=S)C=S

The geometry in XYZ format:
```
7
Properties=species:S:1:pos:R:3:lowdin_charge:R:1
C 0.059 -0.150 -0.818 -0.868
C -0.476 0.535 0.655 -0.644
H 1.127 -1.421 0.434 0.192
H -0.852 1.620 0.436 0.061
O 0.927 -1.182 -0.647 -0.107
S -0.009 0.863 -2.119 0.694
S -0.776 -0.265 2.059 0.671
```



# 16
This record from the OMol25 dataset describes C2H2OS2 in the gas phase at a distorted geometry. The level of theory is the ωB97M-V functional and the def2-TZVPD basis.

Calculated values
gap between HOMO and LUMO	7.831	eV
electronic energy	-948.98466	Ha
LUMO level	-1.5	eV
maximum force	0.031	hartree/bohr
SMILES	O=CC(=S)S

The geometry in XYZ format:
```
7
Properties=species:S:1:pos:R:3:lowdin_charge:R:1
C 0.358 0.083 -0.077 -1.135
C -0.644 -1.078 0.000 -0.357
H 0.733 2.390 -0.108 -0.107
H -0.202 -2.007 0.387 0.112
O -1.815 -0.867 -0.122 0.044
S -0.414 1.671 -0.017 0.783
S 1.984 -0.191 -0.062 0.660
```



# 17
This record from the OMol25 dataset describes C2H2OS3 in the gas phase at a distorted geometry. The level of theory is the ωB97M-V functional and the def2-TZVPD basis.

Calculated values
gap between HOMO and LUMO	7.462	eV
electronic energy	-1347.11945	Ha
LUMO level	-1.8	eV
maximum force	0.072	hartree/bohr

The geometry in XYZ format:
```
8
Properties=species:S:1:pos:R:3:lowdin_charge:R:1
C 0.844 -0.764 -0.100 -0.645
C 0.535 0.436 0.363 -0.476
O -1.034 1.518 -1.174 -0.553
S -0.319 -1.965 -0.430 0.654
S -2.183 -0.569 0.484 0.312
S -1.007 1.225 0.257 0.553
H 1.827 -1.015 -0.222 0.041
H 1.337 1.135 0.821 0.115
```



# 18
This record from the OMol25 dataset describes a molecular structure, C2H2P2 at a distorted geometry. The level of theory is the ωB97M-V functional and the def2-TZVPD basis.

Calculated values
gap between HOMO and LUMO (spin up / spin down)	7.036 / 7.072	eV
electronic energy	-759.97882	Ha
LUMO level (spin up / spin down)	-1.1 / -1.2	eV
maximum force	0.061	hartree/bohr

The geometry in XYZ format:
```
6
Properties=species:S:1:pos:R:3:lowdin_charge:R:1
C 0.603 -0.255 -0.908 -0.765
C -0.519 0.386 0.937 -0.732
P -0.438 1.061 -0.877 0.749
P 0.552 -0.860 0.844 0.718
H 1.032 -0.812 -1.837 0.020
H -1.231 0.480 1.842 0.011
```



# 19
This record from the OMol25 dataset describes 2 unconnected molecules or ions with the total composition C2H2S at a distorted geometry. The level of theory is the ωB97M-V functional and the def2-TZVPD basis.

Calculated values
gap between HOMO and LUMO (spin up / spin down)	8.227 / 6.620	eV
electronic energy	-475.39244	Ha
LUMO level (spin up / spin down)	-1.1 / -2.4	eV
maximum force	0.024	hartree/bohr

The geometry in XYZ format:
```
5
Properties=species:S:1:pos:R:3:lowdin_charge:R:1
C 0.600 -1.237 -0.474 0.047
C 0.307 -0.064 -0.328 -0.734
S -0.001 1.544 0.003 0.578
H 1.102 -2.149 -0.394 0.018
H -2.007 1.906 1.193 0.091
```



# 20
This record from the OMol25 dataset describes 2 unconnected molecules or ions with the total composition C2H2S3 at a distorted geometry. The level of theory is the ωB97M-V functional and the def2-TZVPD basis.

Calculated values
gap between HOMO and LUMO (spin up / spin down)	6.826 / 6.828	eV
electronic energy	-1271.85038	Ha
LUMO level (spin up / spin down)	-2.4 / -2.4	eV
maximum force	0.049	hartree/bohr

The geometry in XYZ format:
```
7
Properties=species:S:1:pos:R:3:lowdin_charge:R:1
C 1.721 0.759 -0.317 -0.087
C 1.389 -0.312 0.132 -0.087
S -2.654 -1.724 0.786 0.056
S -1.246 1.214 0.206 0.145
S -2.256 -0.327 -0.494 -0.146
H 2.086 1.728 -0.714 0.051
H 0.961 -1.338 0.401 0.067
```